Record 1
ORCA calculation (ωB97M-V/def2-TZVPD) on a 2-piece molecular cluster, C42H44N overall.

Output
LUMO (eV): -5.77
Net charge: +1
E (eV): -45748.6172
Orbital gap (eV): 3.73
Spin multiplicity: 1
HOMO (Eh): -0.3492

Cartesian coordinates (Å):
C: -0.770 -1.045 3.457
C: 0.579 -0.737 2.948
C: 1.748 -0.878 3.723
C: 2.567 0.251 4.135
C: 2.014 1.640 4.187
C: 3.889 0.031 4.512
C: 4.385 -1.271 4.718
C: 5.842 -1.499 4.998
C: 3.479 -2.344 4.642
C: 2.158 -2.162 4.245
C: 1.207 -3.310 4.351
H: -1.454 -0.197 3.275
H: -1.216 -1.955 3.039
H: -0.752 -1.199 4.552
H: 0.661 -0.180 2.004
H: 2.829 2.348 4.369
H: 1.491 1.945 3.275
H: 1.294 1.730 5.013
H: 4.573 0.885 4.617
H: 6.053 -2.571 5.063
H: 6.493 -1.088 4.210
H: 6.139 -1.028 5.945
H: 3.851 -3.355 4.849
H: 1.757 -4.245 4.509
H: 0.544 -3.168 5.219
H: 0.579 -3.435 3.465
C: -4.457 3.871 -4.563
C: -4.894 2.776 -3.819
C: -4.024 2.143 -2.930
C: -2.684 2.549 -2.815
C: -1.671 1.705 -2.024
C: -1.323 2.356 -0.685
C: -1.988 3.480 -0.192
C: -1.501 4.118 0.959
C: -0.288 3.732 1.530
C: 0.345 2.566 1.077
C: -0.292 1.804 0.092
C: -2.228 0.289 -1.825
C: -2.510 -0.250 -0.565
C: -2.798 -1.617 -0.460
C: -3.015 -2.371 -1.609
C: -3.002 -1.758 -2.866
C: -2.628 -0.419 -2.972
C: -0.344 1.578 -2.811
C: 0.489 2.859 -2.933
C: 1.926 2.386 -3.067
C: 1.978 0.974 -2.452
N: 0.584 0.608 -2.205
C: 0.252 -0.725 -2.098
C: 0.505 -1.555 -1.033
C: 0.479 -3.003 -1.149
C: 1.077 -3.766 -0.108
C: 1.217 -5.144 -0.228
C: 0.638 -5.839 -1.318
C: -0.024 -5.106 -2.310
C: -0.072 -3.707 -2.249
C: -2.343 3.788 -3.382
C: -3.193 4.404 -4.313
H: -5.107 4.318 -5.313
H: -5.903 2.373 -3.928
H: -4.401 1.281 -2.371
H: -2.866 3.883 -0.705
H: -2.071 4.944 1.383
H: 0.187 4.314 2.327
H: 1.331 2.234 1.421
H: 0.024 0.767 -0.083
H: -2.458 0.364 0.343
H: -2.838 -2.073 0.535
H: -3.202 -3.444 -1.532
H: -3.260 -2.318 -3.768
H: -2.638 0.079 -3.946
H: -0.615 1.205 -3.827
H: 0.182 3.413 -3.819
H: 0.369 3.486 -2.040
H: 2.224 2.310 -4.125
H: 2.617 3.068 -2.557
H: 2.463 0.248 -3.132
H: 2.537 0.989 -1.499
H: -0.240 -1.149 -2.987
H: 0.792 -1.153 -0.059
H: 1.457 -3.210 0.765
H: 1.811 -5.687 0.508
H: 0.762 -6.925 -1.419
H: -0.466 -5.631 -3.171
H: -0.589 -3.162 -3.041
H: -1.415 4.301 -3.111
H: -2.842 5.291 -4.849

Mulliken population analysis, charges in e, atoms 1 to 6:
1. C -1.473
2. C 0.485
3. C 0.670
4. C 1.020
5. C -1.419
6. C -0.959

=====

Record 2
ORCA calculation (ωB97M-V/def2-TZVPD) on C42H44NO4PPdS2 as an isolated structure.

Output
LUMO (eV): 3.76
Net charge: -2
E (eV): -88357.8877
ΔE to the lowest compared entry with this formula, charge and spin (kJ/mol): 2586.41
Orbital gap (eV): 4.07
Spin multiplicity: 1
HOMO (Eh): -0.0115

Cartesian coordinates (Å):
Pd: -1.864 0.751 0.188
C: -2.956 -4.876 1.004
C: -3.315 -3.708 1.678
C: -3.311 -2.418 1.059
C: -2.792 -2.494 -0.260
C: -2.613 -3.688 -1.048
C: -2.572 -4.975 -0.418
P: -2.421 -0.899 -0.974
C: -1.087 -1.304 -1.984
C: 0.053 -1.539 -1.246
C: 1.219 -2.086 -1.895
C: 0.925 -2.265 -3.154
C: -0.047 -1.940 -4.127
C: -1.281 -1.632 -3.467
C: -3.661 -0.420 -2.101
C: -4.461 -1.122 -3.012
C: -5.469 -0.421 -3.791
C: -5.593 0.929 -3.760
C: -4.929 1.654 -2.764
C: -5.072 3.052 -2.654
C: -4.179 3.709 -1.819
C: -3.229 3.054 -1.020
C: -3.107 1.662 -0.939
C: -3.945 0.991 -1.963
H: -2.852 -5.745 1.597
H: -3.183 -3.886 2.704
H: -3.402 -1.458 1.480
H: -2.435 -3.715 -2.080
H: -4.442 1.309 6.730
H: -0.127 -1.128 -0.088
H: 1.937 -1.693 -0.930
H: 2.001 -2.951 -3.789
H: 0.205 -2.033 -5.276
H: -2.067 -1.715 -4.200
H: -4.413 -2.135 -3.104
H: -6.026 -1.034 -4.595
H: -6.117 1.502 -4.434
H: -5.733 3.743 -3.240
H: -4.194 4.737 -1.856
H: -2.382 3.530 -0.648
C: 1.232 -4.048 0.945
N: 1.249 -2.769 1.460
C: 2.511 -2.249 1.869
C: -0.036 -2.466 2.015
C: -0.288 -1.057 2.714
C: -0.137 -1.123 4.189
C: -0.321 0.049 5.030
C: -0.967 1.133 4.308
C: -1.272 1.085 2.975
C: -0.862 0.107 2.152
H: 2.112 -4.239 0.444
H: 0.050 -4.279 0.568
H: 1.357 -4.642 1.724
H: 0.435 1.196 1.557
H: 2.978 -3.101 2.980
H: 2.375 -1.398 2.141
H: 3.319 -2.523 1.058
H: -0.399 -3.009 3.061
H: -0.962 -2.453 1.114
H: -0.013 -2.081 4.416
H: 0.024 0.070 6.037
H: -1.180 1.939 5.008
H: -1.674 2.062 2.366
O: 2.148 2.614 -4.825
S: 1.519 1.609 -3.823
C: 1.903 1.737 -1.950
C: 1.163 2.877 -1.493
C: 0.366 3.470 -2.750
C: -0.107 2.320 -3.635
H: -3.709 1.000 6.350
H: 2.962 1.581 -1.487
H: 2.005 3.663 -1.540
H: 0.775 3.053 -0.492
H: 0.828 4.399 -3.481
H: -0.447 4.084 -2.665
H: -0.191 2.673 -4.738
H: -0.280 1.412 -2.897
C: 7.541 0.044 0.754
C: 6.369 1.209 1.371
C: 5.512 1.964 0.396
C: 4.380 2.574 0.725
C: 3.942 2.292 2.188
C: 4.655 1.517 3.003
C: 5.736 0.896 2.539
S: 2.314 2.940 2.604
O: 2.380 2.826 4.059
O: 2.088 4.194 1.958
O: 1.461 1.761 1.735
H: 8.545 0.356 1.393
H: 7.284 0.590 -0.341
H: 7.174 -0.851 0.557
H: 5.806 1.990 -0.610
H: 4.068 3.326 0.044
H: 4.721 1.583 3.981
H: 6.498 0.752 3.131

Mulliken population analysis, charges in e, atoms 1 to 6:
1. Pd -1.027
2. C -0.285
3. C -0.738
4. C -0.369
5. C 0.384
6. C -0.441

=====

Record 3
ORCA calculation (ωB97M-V/def2-TZVPD) on C42H44P2Pd as an isolated structure.

Output
LUMO (alpha / beta) (eV): -6.22 / -9.67
Net charge: +2
E (eV): -66301.8543
ΔE to the lowest compared entry with this formula, charge and spin (kJ/mol): 60.60
Orbital gap (alpha / beta) (eV): 3.75 / 2.30
Spin multiplicity: 5
HOMO (alpha / beta) (Eh): -0.3663 / -0.4399

Cartesian coordinates (Å):
Pd: 0.985 -0.277 -1.983
C: -2.186 -0.170 4.975
C: -2.192 -0.341 3.631
C: -2.554 0.733 2.636
C: -1.322 1.499 2.087
C: -0.224 1.726 3.083
C: -0.477 2.232 4.306
C: -1.853 2.421 4.899
C: -2.295 1.152 5.704
C: 1.732 -0.244 -0.084
H: -2.173 -1.040 5.630
H: -1.982 -1.334 3.173
H: -3.320 1.370 3.095
H: -3.021 0.254 1.773
H: -0.847 0.880 1.294
H: -1.638 2.443 1.583
H: 0.792 1.724 2.696
H: 0.333 2.533 4.974
H: -2.566 2.730 4.089
H: -1.874 3.238 5.659
H: -1.663 1.067 6.605
H: -3.333 1.230 6.061
H: 2.072 -1.292 0.009
H: 0.999 -0.028 0.694
H: 2.525 0.511 -0.115
P: -0.130 -1.771 -3.458
P: 1.780 0.638 -3.851
C: -0.757 -0.237 -4.195
C: 0.119 0.762 -4.490
C: -0.455 -3.102 -4.749
C: -1.546 -2.858 -5.591
C: -1.976 -3.789 -6.536
C: -1.277 -4.993 -6.664
C: -0.153 -5.250 -5.870
C: 0.258 -4.303 -4.925
C: -1.475 -2.066 -2.272
C: -1.467 -1.092 -1.235
C: -1.942 -1.439 0.031
C: -2.682 -2.617 0.200
C: -2.813 -3.504 -0.882
C: -2.070 -3.332 -2.078
C: 2.773 0.890 -5.347
C: 2.606 0.032 -6.455
C: 2.959 0.469 -7.727
C: 3.504 1.743 -7.906
C: 3.733 2.571 -6.807
C: 3.393 2.140 -5.530
C: 2.080 2.061 -2.736
C: 3.295 2.188 -2.018
C: 3.563 3.396 -1.365
C: 2.628 4.446 -1.392
C: 1.429 4.292 -2.108
C: 1.139 3.101 -2.770
H: -1.837 -0.202 -4.352
H: -0.100 1.613 -5.125
H: -2.074 -1.914 -5.515
H: -2.848 -3.572 -7.162
H: -1.618 -5.733 -7.384
H: 0.391 -6.192 -5.994
H: 1.138 -4.498 -4.323
H: -0.927 -0.117 -1.390
H: -1.541 -0.933 0.901
H: -3.039 -2.885 1.218
H: -3.467 -4.374 -0.752
H: -1.972 -4.150 -2.800
H: 2.173 -0.954 -6.301
H: 2.795 -0.177 -8.586
H: 3.761 2.090 -8.902
H: 4.166 3.561 -6.936
H: 3.578 2.773 -4.664
H: 3.991 1.342 -1.956
H: 4.507 3.523 -0.826
H: 2.834 5.380 -0.847
H: 0.724 5.122 -2.153
H: 0.199 2.965 -3.313
C: 1.401 -0.202 6.730
C: 0.553 -0.231 7.837
C: -0.137 -1.453 8.174
C: -1.103 -1.502 9.172
C: -1.336 -0.374 9.979
C: -0.656 0.827 9.716
C: 0.266 0.913 8.677
H: 1.937 0.712 6.477
H: 1.483 -1.127 6.155
H: 0.094 -2.343 7.580
H: -1.696 -2.412 9.333
H: -2.014 -0.428 10.828
H: -0.852 1.714 10.322
H: 0.793 1.848 8.437

Mulliken population analysis, charges in e, atoms 1 to 6:
1. Pd -1.149
2. C -0.636
3. C 0.103
4. C -1.358
5. C 1.203
6. C -0.614

=====

Record 4
ORCA calculation (ωB97M-V/def2-TZVPD) on C42H46BCsN12O as an isolated structure.

Output
LUMO (alpha / beta) (eV): 1.85 / 0.06
Net charge: -1
E (eV): -65453.6770
ΔE to the lowest compared entry with this formula, charge and spin (kJ/mol): 50.52
Orbital gap (alpha / beta) (eV): 5.61 / 3.82
Spin multiplicity: 2
HOMO (alpha / beta) (Eh): -0.1383 / -0.1383

Cartesian coordinates (Å):
Cs: 0.442 -0.365 0.016
C: 2.665 4.301 -1.724
C: 1.612 3.607 -1.154
N: 2.010 2.448 -0.672
N: 3.334 2.355 -0.939
C: 3.739 3.458 -1.581
B: 4.167 1.155 -0.457
N: 3.567 0.649 0.910
C: 3.113 1.420 1.935
C: 2.827 0.594 3.015
C: 3.157 -0.672 2.552
N: 3.662 -0.620 1.293
N: 3.953 -0.041 -1.512
C: 4.779 -1.116 -1.571
C: 4.325 -2.021 -2.518
C: 3.145 -1.425 -2.991
N: 2.870 -0.276 -2.372
N: 5.644 1.507 -0.416
C: 6.546 1.297 0.578
C: 7.834 1.717 0.150
C: 7.580 2.100 -1.183
N: 6.297 1.951 -1.498
H: 2.661 5.256 -2.187
H: 0.569 3.937 -1.066
H: 4.760 3.592 -1.908
H: 3.031 2.530 1.826
H: 2.347 0.758 3.963
H: 3.052 -1.650 3.066
H: 5.682 -1.115 -1.043
H: 4.861 -2.896 -2.846
H: 2.424 -1.817 -3.741
H: 6.137 1.002 1.548
H: 8.730 1.753 0.692
H: 8.325 2.387 -1.929
C: 0.350 -3.885 1.151
N: -0.560 -3.018 1.792
C: -2.030 -3.388 1.697
C: -0.309 -2.579 3.159
C: 0.571 -3.355 3.930
C: 0.868 -2.886 5.183
C: 0.314 -1.724 5.731
C: -0.592 -1.009 4.961
C: -0.829 -1.339 3.620
N: -1.353 -0.414 2.661
C: -2.594 0.007 2.806
C: -3.586 -0.527 3.623
C: -4.973 -0.199 3.618
C: -5.409 0.801 2.724
C: -4.435 1.395 1.814
C: -3.070 1.017 1.891
N: -2.102 1.687 0.957
C: -1.278 2.548 1.636
C: -2.709 2.394 -0.128
H: 0.288 -4.924 1.557
H: 1.353 -3.569 1.203
H: 0.083 -4.023 0.115
H: -2.395 -4.111 2.509
H: -2.244 -3.864 0.733
H: -2.646 -2.470 1.780
H: 0.992 -4.222 3.591
H: 1.420 -3.536 5.842
H: 0.428 -1.417 6.740
H: -1.067 -0.069 5.213
H: -3.223 -1.326 4.302
H: -5.738 -0.645 4.293
H: -6.512 0.985 2.637
H: -4.535 2.186 1.135
H: -1.670 3.535 1.921
H: -0.487 2.905 0.856
H: -0.865 2.074 2.535
H: -3.117 3.356 0.244
H: -3.453 1.886 -0.675
H: -1.949 2.781 -0.827
C: -0.357 -4.179 -2.481
O: -1.358 -3.719 -1.600
H: 0.562 -3.655 -2.379
H: -0.614 -4.117 -3.549
H: -0.193 -5.176 -2.159
H: -1.374 -2.757 -1.741
N: -1.011 -1.284 -2.434
C: -1.830 -0.382 -2.723
C: -1.475 0.960 -3.313
C: -2.387 2.007 -3.515
C: -1.980 3.188 -4.048
C: -0.656 3.410 -4.404
C: 0.256 2.434 -4.130
C: -0.143 1.209 -3.615
C: -3.303 -0.554 -2.402
C: -3.687 -0.739 -1.136
C: -5.052 -0.805 -0.810
C: -6.026 -0.856 -1.774
C: -5.565 -0.800 -3.086
C: -4.286 -0.510 -3.431
H: -3.447 1.897 -3.131
H: -2.678 4.019 -4.228
H: -0.362 4.331 -4.909
H: 1.318 2.623 -4.376
H: 0.591 0.422 -3.375
H: -2.960 -0.865 -0.379
H: -5.392 -0.818 0.256
H: -7.083 -0.943 -1.528
H: -6.265 -0.893 -3.938
H: -4.025 -0.266 -4.428

Mulliken population analysis, charges in e, atoms 1 to 6:
1. Cs 0.627
2. C -1.341
3. C -0.235
4. N 0.714
5. N 0.175
6. C -0.375

=====

Record 5
ORCA calculation (ωB97M-V/def2-TZVPD) on C42H46Cl2FN6O8PRu as an isolated structure.

Output
LUMO (alpha / beta) (eV): 1.97 / 1.76
Net charge: -1
E (eV): -109259.7671
ΔE to the lowest compared entry with this formula, charge and spin (kJ/mol): 65.07
Orbital gap (alpha / beta) (eV): 6.35 / 6.28
Spin multiplicity: 6
HOMO (alpha / beta) (Eh): -0.1607 / -0.1663

Cartesian coordinates (Å):
Ru: 1.441 1.263 -1.190
O: 3.124 1.245 -2.649
C: 4.134 0.465 -2.521
C: 4.700 -0.170 -3.664
C: 5.781 -1.004 -3.568
C: 6.386 -1.255 -2.326
C: 5.880 -0.651 -1.205
C: 4.771 0.211 -1.261
C: 4.288 0.781 -0.047
N: 3.276 1.580 0.056
N: 3.052 2.165 1.257
C: 1.909 2.810 1.302
O: 1.065 2.899 0.347
C: 1.613 3.519 2.582
C: 0.475 4.319 2.648
C: 0.119 4.937 3.835
C: 0.904 4.766 4.968
C: 2.047 3.979 4.904
C: 2.401 3.358 3.715
H: 4.222 0.029 -4.616
H: 6.164 -1.494 -4.456
H: 7.227 -1.933 -2.254
H: 6.320 -0.851 -0.234
H: 4.832 0.536 0.866
H: -0.115 4.429 1.747
H: -0.775 5.548 3.882
H: 0.626 5.246 5.899
H: 2.658 3.843 5.788
H: 3.286 2.741 3.636
C: -3.851 0.631 -6.806
C: -4.381 0.954 -5.408
C: -5.542 0.056 -4.989
C: -5.102 -1.405 -4.968
C: -3.818 -1.550 -4.186
C: -3.431 -2.787 -3.704
C: -2.276 -2.911 -2.943
F: -1.918 -4.142 -2.525
C: -1.531 -1.824 -2.577
C: -1.933 -0.561 -3.018
C: -1.273 0.637 -2.503
O: -0.650 0.590 -1.426
C: -1.460 1.821 -3.282
C: -2.467 1.856 -4.186
N: -3.313 0.818 -4.418
C: -3.026 -0.427 -3.891
C: -0.535 3.033 -3.158
O: -0.940 4.077 -3.672
O: 0.593 2.838 -2.613
H: -4.657 0.659 -7.540
H: -3.389 -0.356 -6.823
H: -3.093 1.360 -7.091
H: -4.711 1.993 -5.389
H: -6.387 0.203 -5.663
H: -5.855 0.348 -3.984
H: -4.974 -1.780 -5.987
H: -5.874 -2.016 -4.499
H: -4.025 -3.665 -3.926
H: -0.638 -1.904 -1.967
H: -2.634 2.759 -4.760
Cl: 2.005 -3.180 -3.408
C: 2.217 -3.348 -1.659
Cl: 3.615 -4.364 -1.292
C: 2.307 -1.945 -0.908
O: 2.827 -1.970 0.198
O: 1.700 -1.031 -1.532
H: 1.343 -3.879 -1.290
O: 0.806 0.089 0.956
P: 0.140 -0.256 2.220
N: -0.983 0.883 2.692
C: -1.857 1.306 1.576
C: -2.974 2.060 2.279
C: -3.190 1.221 3.540
C: -1.765 0.815 3.933
N: -0.695 -1.699 2.001
C: -0.674 -2.303 0.660
C: -1.554 -3.530 0.841
C: -1.120 -4.022 2.227
C: -0.900 -2.725 3.020
N: 1.193 -0.450 3.473
C: 2.597 -0.775 3.138
C: 3.307 -0.678 4.484
C: 2.220 -1.102 5.475
C: 0.979 -0.408 4.915
H: -2.266 0.434 1.042
H: -1.292 1.903 0.865
H: -3.868 2.150 1.662
H: -2.630 3.058 2.553
H: -3.786 0.337 3.303
H: -3.690 1.771 4.338
H: -1.748 -0.181 4.384
H: -1.352 1.525 4.657
H: 0.342 -2.593 0.365
H: -1.043 -1.584 -0.068
H: -1.403 -4.272 0.058
H: -2.607 -3.236 0.856
H: -0.180 -4.569 2.139
H: -1.857 -4.670 2.702
H: -0.046 -2.811 3.702
H: -1.785 -2.486 3.624
H: 2.981 -0.080 2.393
H: 2.679 -1.783 2.717
H: 3.596 0.356 4.682
H: 4.196 -1.306 4.525
H: 2.427 -0.811 6.505
H: 2.088 -2.187 5.436
H: 0.925 0.626 5.274
H: 0.056 -0.915 5.208

Mulliken population analysis, charges in e, atoms 1 to 6:
1. Ru 0.664
2. O -0.893
3. C 0.511
4. C -0.489
5. C -0.450
6. C -0.653